# 1
{"formula": "C7H14N2O2S2", "method": "wB97M-V/def2-TZVPD", "species": ["O", "O", "S", "C", "N", "N", "C", "C", "C", "C", "C", "C", "S", "H", "H", "H", "H", "H", "H", "H", "H", "H", "H", "H", "H", "H", "H"], "coordinates": [[-2.109, -3.201, 1.870], [0.321, -3.191, 1.366], [3.117, -0.493, -0.688], [1.633, 0.329, -0.563], [1.355, 1.432, -1.363], [0.872, -0.034, 0.547], [2.306, 2.072, -2.267], [-0.909, 1.563, 1.000], [-1.390, -0.477, -0.482], [-0.586, 0.096, 0.716], [-1.282, -2.038, -0.438], [-0.868, -0.824, 1.933], [-0.968, -2.504, 1.260], [0.584, 1.973, -0.997], [1.322, -0.819, 1.045], [1.734, 2.747, -2.945], [2.887, 1.339, -2.851], [3.018, 2.710, -1.740], [-0.285, 1.919, 1.786], [-0.743, 2.236, 0.156], [-1.971, 1.653, 1.258], [-0.987, -0.124, -1.433], [-2.441, -0.165, -0.383], [-0.474, -2.403, -1.076], [-2.218, -2.495, -0.760], [-1.853, -0.560, 2.352], [-0.062, -0.743, 2.697]], "atomic_forces_ev_per_a": [[1.029, 1.224, -1.033], [-1.029, 1.203, -0.317], [-0.861, 0.454, -0.370], [2.255, 0.326, 0.254], [-0.774, -1.664, 1.547], [0.081, -0.015, -1.241], [-0.256, 0.327, -0.517], [-0.996, -0.415, -0.381], [0.093, -0.764, 0.517], [0.789, 0.045, 0.139], [-0.357, 0.876, -0.597], [-0.248, 0.788, -0.162], [0.026, -2.038, 1.604], [0.268, 0.235, -0.483], [-0.313, 0.564, -0.732], [0.315, -0.656, 0.357], [-0.521, 0.215, 0.358], [0.040, -0.185, 0.220], [0.318, 0.250, 0.779], [-0.125, -0.248, -0.092], [0.203, 0.144, 0.112], [-0.111, 0.154, 0.093], [0.349, -0.097, -0.094], [0.048, -0.019, 0.347], [0.095, -0.119, 0.165], [0.394, -0.360, 0.010], [-0.712, -0.226, -0.485]], "smiles": "CNC(=S)N[C@@]1(C)CCS(=O)(=O)C1", "spin_multiplicity": 1, "relative_energy_kj_mol": 89.7}

***

# 2
{"formula": "C7H14N2O2Si", "method": "wB97M-V/def2-TZVPD", "species": ["C", "C", "C", "C", "C", "C", "C", "N", "N", "O", "O", "Si", "H", "H", "H", "H", "H", "H", "H", "H", "H", "H", "H", "H", "H", "H"], "coordinates": [[1.843, -0.567, -2.895], [1.302, 0.531, -2.150], [1.726, -1.898, -2.673], [-2.616, 1.321, 2.705], [0.457, -0.407, 1.921], [0.284, -3.364, -1.498], [-0.636, 1.639, 1.465], [0.468, 0.472, -1.187], [1.195, -2.518, -1.610], [-1.942, 1.115, 1.485], [0.240, 0.934, 2.306], [-0.190, 1.856, -0.390], [2.435, -0.281, -3.754], [1.696, 1.497, -2.491], [2.256, -2.562, -3.354], [-3.564, 0.789, 2.638], [-2.803, 2.392, 2.862], [-2.035, 0.939, 3.549], [1.161, -0.817, 2.644], [0.875, -0.463, 0.911], [-0.477, -0.978, 1.947], [-0.392, -3.651, -2.302], [0.118, -3.811, -0.527], [-0.650, 2.649, 1.907], [-1.457, 2.160, -1.052], [0.707, 3.024, -0.457]], "atomic_forces_ev_per_a": [[0.091, -0.893, -0.521], [-0.396, 0.599, 0.708], [0.502, 0.832, -0.911], [-0.016, 0.052, 0.243], [0.076, -0.252, -0.091], [-0.331, 0.109, -0.091], [-0.020, 0.055, -0.085], [0.186, -0.480, -0.299], [0.037, -0.228, 1.204], [0.007, -0.153, -0.222], [0.024, 0.331, 0.095], [-0.063, -0.060, 0.197], [0.017, -0.082, -0.059], [0.071, 0.162, -0.011], [-0.013, 0.018, -0.009], [0.013, 0.055, 0.059], [-0.027, -0.085, 0.007], [-0.068, -0.017, -0.014], [-0.033, -0.065, -0.049], [-0.025, -0.125, 0.163], [0.076, -0.016, 0.008], [-0.019, -0.004, -0.189], [-0.052, -0.123, 0.157], [0.000, 0.011, -0.087], [-0.255, 0.176, -0.120], [0.217, 0.183, -0.084]], "smiles": "C=N/C=C\\C=N\\[SiH2]C(OC)OC", "spin_multiplicity": 1}

***

no.,total energy (hartree),largest force on an atom (eV/A),HOMO-LUMO gap (eV)
1,-1331.475418,2.59,8.49
2,-824.507403,1.33,8.66